Record 1
Entry from the OMol25 dataset: a molecular structure, C25H20Cl5IrN2O3S at a distorted geometry (the ωB97M-V functional and the def2-TZVPD basis).

Positions of all 57 atoms, in Å:
C (1.42068, -0.98558, -5.44721)
Cl (-1.13485, 1.11075, -3.12846)
H (1.82529, 3.19133, 1.18571)
C (1.51227, 3.38623, 3.31278)
O (-1.01703, 1.18728, 0.45990)
H (-3.51012, -3.31161, -1.98316)
Cl (1.73742, -1.30691, -7.10582)
C (-3.22166, 1.91542, -0.14437)
C (0.14635, 0.04664, -3.74665)
H (-1.99339, 4.35376, -0.09234)
C (-1.29136, 3.51594, -0.08049)
S (2.28658, 0.41236, 0.73323)
C (1.07628, -4.13186, 1.46258)
Cl (3.55199, -2.53653, -4.89247)
N (-0.98068, -1.43158, -0.90682)
H (-0.40226, 3.81905, 0.47597)
C (0.80900, -1.89579, 0.61868)
C (-2.07690, -1.77862, -1.53713)
O (3.51352, -0.29351, 0.93360)
C (-1.95700, -4.01728, -0.69544)
H (1.97056, -0.44918, 3.42999)
C (1.41469, 2.70995, 4.51907)
H (1.21266, 3.25932, 5.42945)
C (2.22869, -1.53349, -4.44512)
C (1.75899, 2.68720, 2.13917)
C (1.92153, 1.31491, 2.20240)
H (-2.33332, -5.03055, -0.62917)
C (-0.78295, -3.66792, 0.01247)
C (-0.04310, -4.56976, 0.81176)
C (1.83593, 0.62514, 3.40405)
C (0.35198, -0.16801, -5.09387)
Cl (-0.67834, 0.55230, -6.26476)
N (1.01754, -0.54573, 0.48341)
H (-1.20822, 2.68593, 2.55059)
C (-1.89715, 2.25878, 0.55383)
C (-0.33292, -2.34446, -0.09761)
H (-3.92636, 2.75121, -0.12205)
H (-0.37399, -5.59648, 0.89520)
H (-0.99187, 3.30982, -1.11248)
H (-3.04341, 1.65429, -1.19126)
Cl (2.98819, -1.96386, -1.88782)
C (1.96763, -1.27545, -3.09687)
H (-2.81361, 3.36306, 2.19581)
C (-2.15645, 2.50318, 2.03844)
C (-2.60398, -3.07914, -1.44273)
H (-2.54911, -1.01839, -2.14221)
O (2.13694, 1.35736, -0.37709)
H (1.64942, -4.82486, 2.06466)
H (1.49380, 0.80464, 5.50819)
H (-3.68566, 1.05809, 0.34885)
H (2.39767, -2.47657, 1.91343)
H (-2.62136, 1.62027, 2.48062)
C (1.50957, -2.79416, 1.38478)
H (1.38359, 4.46006, 3.27893)
Ir (0.03516, 0.25460, -1.02287)
C (1.57198, 1.32909, 4.56529)
C (0.90111, -0.47068, -2.70656)

Atoms 1-6, force components in eV/Å:
0.07 -0.05 0.04
0.32 -0.15 0.11
0.00 -0.01 0.01
-0.03 0.00 0.00
0.55 -0.44 0.97
0.01 0.00 0.00

Calculated values
HOMO   -7.83 eV
2S+1   1
Molecular weight   798.0 g mol⁻¹
ΔE to the lowest compared entry with this formula, charge and spin   0.254 eV

Partial charges, Löwdin, in e:
1 C -0.705
2 Cl 0.744
3 H 0.109
4 C -0.073
5 O -0.380
6 H 0.113
7 Cl 0.687
8 C -0.052
9 C -0.637
10 H 0.082
11 C -0.043
12 S 0.617
13 C -0.059
14 Cl 0.690
15 N -0.049
16 H 0.066
17 C -0.271
18 C -0.084
19 O -0.272
20 C 0.009
21 H 0.110
22 C -0.074
23 H 0.106
24 C -0.695
25 C -0.061
26 C -0.273
27 H 0.124
28 C -0.143
29 C -0.036
30 C -0.048
31 C -0.712
32 Cl 0.701
33 N -0.258
34 H 0.066
35 C -0.759
36 C -0.124
37 H 0.081
38 H 0.113
39 H 0.053
40 H 0.033
41 Cl 0.756
42 C -0.664
43 H 0.084
44 C -0.035
45 C -0.027
46 H 0.098
47 O -0.351
48 H 0.111
49 H 0.107
50 H 0.080
51 H 0.109
52 H 0.082
53 C -0.014
54 H 0.110
55 Ir 1.280
56 C -0.066
57 C -0.356

Record 2
Entry from the OMol25 dataset: a molecular structure, C25H20MnN9O7S4 (the ωB97M-V functional and the def2-TZVPD basis).

Positions of all 66 atoms, in Å:
N (0.33010, 0.96075, -3.44752)
N (7.14057, -2.75100, 0.51121)
C (2.57345, -1.24575, 0.99606)
C (-2.34775, -1.88381, -3.75614)
N (4.84844, -6.14964, 0.82092)
C (-2.63974, -2.39484, -5.00415)
C (-1.78347, 2.07836, 0.64584)
N (2.77976, -2.43709, -2.37952)
H (4.71240, -1.67781, -2.22220)
H (2.69580, -4.22821, -3.49267)
C (-2.08695, 3.19859, -1.60707)
C (1.78297, -2.42684, 1.07496)
N (-5.24814, -4.90877, -4.25166)
H (4.56782, -0.49249, 0.83766)
H (-1.40030, -0.30904, 4.13382)
O (-5.44261, -5.31736, -5.37978)
S (-2.43574, 2.13338, 3.08254)
N (-1.21388, 0.93770, 1.17512)
H (0.42016, -3.75740, -3.05066)
C (3.96100, -1.38618, 0.90677)
H (0.05899, 0.84388, -4.40998)
C (4.58161, -2.62837, 0.86158)
O (-3.38209, -2.14088, -0.30742)
H (4.30897, -3.64094, -3.09501)
H (3.46185, -0.71706, -1.39745)
C (3.29640, -3.75329, -2.71691)
H (-1.59962, -1.11820, -3.61899)
O (-2.17161, -2.32872, -7.26134)
C (-3.58028, -3.38699, -5.20207)
H (0.75774, 0.15777, -2.99183)
O (-1.03555, -1.04457, -5.96478)
H (-0.36494, -3.13404, -1.57178)
N (-0.62590, 1.42312, -1.35269)
C (4.39600, -5.09307, 0.87872)
C (-3.02698, -2.36336, -2.64583)
H (-0.51932, -0.92266, 2.75398)
C (0.57686, -3.42910, -2.01965)
H (3.60272, -0.65075, -3.15735)
O (1.13821, -1.11561, -1.65719)
C (3.80190, -3.78976, 0.94756)
O (-5.81181, -5.31671, -3.25969)
C (-2.48448, 2.84475, 1.50681)
N (-0.98047, -0.14243, 3.23804)
C (-4.23366, -3.84763, -4.07472)
H (3.32798, -4.40850, -1.84315)
H (0.99608, -4.26441, -1.45788)
C (-1.52663, 2.29547, -0.77367)
C (3.69327, -1.30273, -2.28503)
N (-1.91509, -1.85876, -6.17411)
H (-2.83998, 3.93573, -1.39141)
C (-1.46154, 0.83181, 2.45763)
S (0.03538, -2.35090, 1.12738)
C (-0.50555, 1.65043, -2.63009)
H (-3.79708, -3.78086, -6.18233)
Mn (-0.21110, -0.31495, -0.16568)
C (-3.98326, -3.35626, -2.80292)
C (-2.69933, -1.79079, -1.26014)
H (-4.51350, -3.72438, -1.93625)
C (1.50588, -2.25210, -2.00010)
H (-2.99808, 3.77118, 1.32127)
O (-1.72426, -0.98409, -1.31652)
H (1.81682, -4.56262, 1.13830)
C (2.42084, -3.66659, 1.06886)
C (6.00366, -2.70079, 0.68155)
S (-1.46473, 2.97894, -3.20308)
S (1.84861, 0.33438, 0.95314)

Atoms 1-6, force components in eV/Å:
0.03 0.02 0.05
0.03 0.03 0.00
0.04 -0.01 0.05
0.00 0.02 0.04
0.01 -0.04 -0.04
-0.11 0.14 -0.07

Calculated values
HOMO (spin up / spin down)   -4.43 / -4.33 eV
2S+1   2
Molecular weight   741.7 g mol⁻¹
ΔE to the lowest compared entry with this formula, charge and spin   0.142 eV
Net charge   -1

Partial charges, Löwdin, in e:
1 N 0.126
2 N 0.145
3 C -0.697
4 C 0.072
5 N 0.145
6 C -0.115
7 C -0.316
8 N -0.105
9 H 0.090
10 H 0.088
11 C -0.350
12 C -0.650
13 N -0.354
14 H 0.113
15 H 0.095
16 O 0.070
17 S 1.033
18 N -0.004
19 H 0.095
20 C -0.101
21 H 0.081
22 C -0.214
23 O 0.046
24 H 0.091
25 H 0.062
26 C -0.031
27 H 0.115
28 O 0.083
29 C 0.075
30 H 0.070
31 O 0.064
32 H 0.049
33 N 0.034
34 C -0.203
35 C -0.073
36 H -0.019
37 C 0.012
38 H 0.095
39 O -0.117
40 C -0.222
41 O 0.086
42 C -0.355
43 N 0.105
44 C -0.112
45 H 0.083
46 H 0.086
47 C -0.310
48 C -0.015
49 N -0.347
50 H 0.070
51 C -0.671
52 S 0.688
53 C -0.664
54 H 0.128
55 Mn 0.253
56 C 0.087
57 C -0.616
58 H 0.134
59 C -0.460
60 H 0.068
61 O -0.124
62 H 0.111
63 C -0.082
64 C -0.194
65 S 1.043
66 S 0.634

Record 3
Entry from the OMol25 dataset: a molecular structure, C25H20N7O5S2Ti (the ωB97M-V functional and the def2-TZVPD basis).

Positions of all 60 atoms, in Å:
H (3.25098, -4.12644, -0.55314)
O (3.28999, -4.67204, -3.58926)
C (-1.92914, -3.62026, 2.01820)
H (-0.15349, 4.24429, 3.32713)
H (1.90341, -2.65513, -4.41719)
H (2.74817, 1.53870, 0.46088)
O (2.80197, -3.27618, 0.56210)
C (0.13209, 6.23732, 2.55913)
N (-4.34634, -0.51156, 0.81470)
S (-1.70396, 0.65741, -1.43215)
H (1.34288, 0.53474, -4.26150)
H (0.72531, 6.97803, -0.68934)
S (-2.19610, -2.06360, -3.61543)
O (0.26045, 2.23528, -0.06922)
H (0.44885, 8.08606, 1.50669)
H (-2.02870, -4.52763, 0.05022)
H (-1.69606, -2.43239, 3.78620)
H (0.23709, -0.68641, -4.95156)
C (0.11729, 2.75186, 1.09345)
C (2.46840, 0.98196, -0.44219)
N (-0.07265, 2.03794, 2.17207)
H (-0.12328, -0.41916, 4.69071)
H (0.00648, 6.71585, 3.52342)
H (0.56472, 4.49897, -0.85375)
C (-1.54699, -2.49793, 2.71752)
C (0.37953, 7.00737, 1.42825)
H (-0.77095, 1.17509, 4.26725)
C (-0.63661, -0.16518, 2.62965)
C (3.08247, -4.18476, -2.49283)
N (1.12845, -1.13207, -1.77064)
C (0.20110, 4.23014, 1.22465)
N (-0.14694, 0.72121, 1.77886)
C (-2.88318, -0.64661, -1.31485)
C (-1.12924, -2.59232, 0.02753)
C (0.53472, 6.38509, 0.19745)
O (3.50438, -4.71738, -1.37068)
C (0.04149, 4.85836, 2.45850)
O (1.74007, -1.31737, 0.81996)
H (-2.39351, -4.45047, 2.53670)
H (3.22556, 0.21851, -0.63699)
C (-0.86269, 0.10887, 4.07928)
H (-1.85488, -0.22190, 4.39363)
C (-4.18809, -2.56590, -1.91807)
C (-3.09775, -1.65963, -2.21293)
C (1.11349, -1.21053, -3.08874)
C (1.84830, -2.20443, -1.31203)
C (0.57083, -0.20575, -4.03341)
C (-3.70374, -0.58695, -0.14215)
N (-0.77878, -1.48911, 0.68734)
H (2.43981, 1.69571, -1.27456)
N (1.79065, -2.31156, -3.47837)
C (-0.98046, -1.42010, 2.02532)
C (0.44671, 5.00423, 0.09546)
N (-5.05509, -3.29953, -1.71983)
C (2.26584, -2.96292, -2.36679)
H (-0.93897, -2.59763, -1.03986)
H (-0.28886, 0.27829, -3.57273)
Ti (0.46643, 0.21504, -0.09828)
C (2.15234, -2.28810, 0.14312)
C (-1.72382, -3.67741, 0.64311)

Atoms 1-6, force components in eV/Å:
-0.15 -0.09 0.10
0.13 0.09 -0.04
-0.01 -0.04 -0.02
0.00 0.00 0.00
-0.01 -0.01 0.00
0.04 0.01 -0.01

Calculated values
HOMO (spin up / spin down)   -1.03 / -1.60 eV
2S+1   2
Molecular weight   610.5 g mol⁻¹
ΔE to the lowest compared entry with this formula, charge and spin   0.140 eV
Net charge   -2

Partial charges, Löwdin, in e:
1 H 0.051
2 O 0.058
3 C -0.068
4 H 0.102
5 H 0.167
6 H -0.003
7 O 0.028
8 C -0.105
9 N 0.132
10 S 0.642
11 H 0.083
12 H 0.092
13 S 0.482
14 O -0.238
15 H 0.087
16 H 0.106
17 H 0.099
18 H 0.063
19 C -0.459
20 C -0.195
21 N 0.096
22 H 0.083
23 H 0.090
24 H 0.117
25 C -0.016
26 C -0.121
27 H 0.056
28 C -0.256
29 C -0.508
30 N 0.081
31 C -0.126
32 N -0.065
33 C -0.754
34 C -0.130
35 C -0.098
36 O 0.102
37 C -0.035
38 O -0.062
39 H 0.099
40 H -0.012
41 C -0.035
42 H 0.075
43 C -0.334
44 C -0.864
45 C -0.351
46 C -0.126
47 C -0.061
48 C -0.332
49 N 0.019
50 H -0.010
51 N 0.190
52 C -0.222
53 C -0.017
54 N 0.119
55 C -0.076
56 H 0.088
57 H -0.006
58 Ti 0.866
59 C -0.547
60 C -0.041

Record 4
Entry from the OMol25 dataset: a molecular structure, C25H20NO8S2Sn at a distorted geometry (the ωB97M-V functional and the def2-TZVPD basis).

Positions of all 57 atoms, in Å:
H (-2.64828, -1.84258, 5.38564)
C (-5.86932, -1.56031, 0.43573)
C (3.10798, 1.14949, -5.62900)
H (3.04624, 3.11111, -2.87808)
H (-5.86059, -2.58359, -0.04024)
C (1.37792, -1.14701, 1.93386)
H (-6.16158, -1.55723, 1.50111)
C (-1.93985, -1.29627, 3.44503)
C (1.88299, 1.32147, -3.12365)
C (2.13781, 2.86452, 0.19189)
N (-0.98020, -1.14893, 2.52209)
C (0.02765, 2.64708, -1.83261)
C (0.47344, -1.94017, 4.15222)
C (-3.75228, -3.07181, -1.06023)
S (-4.32620, 0.51460, 0.92397)
O (-0.98692, 2.38299, -1.10959)
O (-0.27519, -2.59611, 6.30950)
H (4.93259, 2.42912, 1.92152)
H (-4.55078, -3.11925, -1.78284)
O (2.48161, -1.54807, 2.24838)
C (2.24598, 1.85292, -0.75397)
H (4.25038, 2.89940, -5.09493)
H (3.53944, 0.03724, -1.43308)
C (3.45708, 2.17704, -4.76204)
H (-6.60663, -1.01439, -0.20544)
C (1.16015, 1.52665, -1.78801)
O (0.15735, 3.64160, -2.50438)
H (2.02399, -0.60723, -5.90528)
O (-4.39982, -1.39693, 3.27873)
C (-1.79738, -1.68715, 4.73694)
H (-2.83375, -3.42966, -1.48150)
C (-3.58391, -1.61498, -0.60309)
H (-4.12856, -3.68780, -0.20090)
O (1.07324, -0.44026, 0.92837)
C (-4.50863, -1.01849, 0.19801)
C (0.24814, -1.37748, 2.89398)
S (-2.11830, -0.86983, -1.26788)
H (1.47225, -2.32795, 4.27338)
O (0.55042, 0.27509, -1.42249)
H (0.88049, -0.50761, -3.75786)
C (3.34480, 0.96211, -0.64999)
C (-3.38521, -0.91447, 2.93757)
C (2.26217, 0.16176, -5.23641)
O (-3.16393, 0.13445, 2.07193)
H (2.97619, 3.85368, 1.81675)
C (-0.55113, -2.02761, 5.09532)
H (1.02850, -0.30459, -0.79581)
C (4.36734, 1.24565, 0.24080)
C (4.20793, 2.27965, 1.16617)
C (1.62311, 0.26878, -4.00045)
C (3.12867, 3.11686, 1.12727)
H (3.58586, 1.02583, -6.60822)
H (1.25205, 3.46177, 0.17701)
H (-1.02833, -2.38999, 6.89178)
Sn (-0.94830, 0.78013, 0.35170)
C (2.84409, 2.25368, -3.52443)
H (5.25721, 0.65312, 0.29568)

Atoms 1-6, force components in eV/Å:
-0.14 0.19 -0.02
-0.72 -1.65 -1.26
1.45 0.05 -0.86
0.06 -0.35 -0.12
-0.50 0.71 1.00
0.13 0.57 0.12

Calculated values
HOMO   -4.91 eV
2S+1   1
Molecular weight   645.3 g mol⁻¹
ΔE to the lowest compared entry with this formula, charge and spin   2.176 eV
Net charge   -1

Partial charges, Löwdin, in e:
1 H 0.136
2 C -0.147
3 C -0.127
4 H 0.128
5 H 0.068
6 C -0.612
7 H 0.067
8 C -0.146
9 C -0.147
10 C -0.019
11 N 0.130
12 C -0.617
13 C 0.092
14 C -0.134
15 S 0.973
16 O -0.220
17 O 0.058
18 H 0.086
19 H 0.068
20 O 0.053
21 C -0.170
22 H 0.114
23 H 0.188
24 C -0.083
25 H 0.086
26 C -0.300
27 O 0.079
28 H 0.082
29 O 0.140
30 C 0.029
31 H 0.041
32 C -0.694
33 H 0.090
34 O -0.180
35 C -0.694
36 C -0.180
37 S 0.583
38 H 0.125
39 O -0.200
40 H 0.123
41 C -0.023
42 C -0.459
43 C -0.099
44 O -0.500
45 H 0.074
46 C -0.300
47 H 0.063
48 C -0.074
49 C -0.088
50 C -0.007
51 C -0.069
52 H 0.100
53 H 0.111
54 H 0.110
55 Sn 1.229
56 C -0.033
57 H 0.094